{
  "formula": "C74H165B3F12N8O",
  "method": "ωB97M-V/def2-TZVPD",
  "species": ["C", "C", "O", "H", "H", "H", "H", "H", "C", "C", "C", "N", "C", "C", "C", "C", "C", "C", "H", "H", "H", "H", "H", "H", "H", "H", "H", "H", "H", "H", "H", "H", "H", "H", "H", "H", "H", "H", "C", "C", "C", "N", "C", "C", "C", "C", "C", "C", "H", "H", "H", "H", "H", "H", "H", "H", "H", "H", "H", "H", "H", "H", "H", "H", "H", "H", "H", "H", "C", "C", "C", "N", "C", "C", "C", "C", "C", "C", "H", "H", "H", "H", "H", "H", "H", "H", "H", "H", "H", "H", "H", "H", "H", "H", "H", "H", "H", "H", "C", "C", "C", "N", "C", "C", "C", "C", "C", "C", "H", "H", "H", "H", "H", "H", "H", "H", "H", "H", "H", "H", "H", "H", "H", "H", "H", "H", "H", "H", "C", "C", "C", "N", "C", "C", "C", "C", "C", "C", "H", "H", "H", "H", "H", "H", "H", "H", "H", "H", "H", "H", "H", "H", "H", "H", "H", "H", "H", "H", "C", "C", "C", "N", "C", "C", "C", "C", "C", "C", "H", "H", "H", "H", "H", "H", "H", "H", "H", "H", "H", "H", "H", "H", "H", "H", "H", "H", "H", "H", "C", "C", "C", "N", "C", "C", "C", "C", "C", "C", "H", "H", "H", "H", "H", "H", "H", "H", "H", "H", "H", "H", "H", "H", "H", "H", "H", "H", "H", "H", "C", "C", "C", "N", "C", "C", "C", "C", "C", "C", "H", "H", "H", "H", "H", "H", "H", "H", "H", "H", "H", "H", "H", "H", "H", "H", "H", "H", "H", "H", "B", "F", "F", "F", "F", "B", "F", "F", "F", "F", "B", "F", "F", "F", "F"],
  "coordinates": [[1.07506, 0.29113, 0.40206], [-0.19219, -0.08872, 1.14345], [-1.38951, 0.60971, 0.96791], [0.88182, -0.03412, -0.62018], [2.05776, -0.08125, 0.69147], [1.30275, 1.35113, 0.28953], [-0.04787, -0.07053, 2.22370], [-0.29204, -1.15112, 0.92115], [-7.09481, 8.40528, 1.98019], [-6.51823, 7.06633, 1.43339], [-7.67307, 5.90331, 1.38732], [-7.05765, 4.48821, 1.41512], [-6.25657, 4.34823, 0.08291], [-5.89200, 2.89161, -0.34454], [-7.07490, 1.94107, -0.45851], [-7.84013, 2.12745, 0.86478], [-8.24505, 3.52957, 1.25681], [-6.34403, 4.15578, 2.72231], [-8.10063, 8.48012, 1.56691], [-6.39946, 9.12131, 1.54214], [-6.99296, 8.55095, 3.05560], [-5.66691, 6.73604, 2.02860], [-6.15341, 7.24345, 0.42166], [-8.25918, 5.98081, 0.47158], [-8.46338, 6.04776, 2.12396], [-6.90811, 4.80176, -0.66403], [-5.33400, 4.92624, 0.13646], [-5.32652, 2.92548, -1.27577], [-5.24338, 2.31966, 0.31899], [-7.57301, 2.11448, -1.41240], [-6.76952, 0.90020, -0.56544], [-8.77191, 1.56282, 0.83217], [-7.24881, 1.62127, 1.62781], [-8.91931, 3.80264, 0.44507], [-8.86751, 3.45646, 2.14860], [-6.70625, 4.71235, 3.58667], [-5.38119, 4.63864, 2.55537], [-6.17308, 3.08327, 2.81499], [-2.48383, 7.93422, 0.37817], [-1.74940, 6.69337, -0.02270], [-0.18920, 6.76325, 0.02729], [0.53388, 5.54850, -0.58735], [2.09122, 5.60584, -0.12413], [2.14492, 5.22832, 1.44944], [1.32922, 3.89442, 1.84329], [-0.08851, 3.90566, 1.25666], [-0.09922, 4.19888, -0.24496], [0.52305, 5.83706, -2.12513], [-2.31150, 8.16200, 1.43009], [-3.52850, 7.63980, 0.27792], [-2.32245, 8.80115, -0.26253], [-2.12943, 6.51731, -1.02902], [-2.11984, 5.84939, 0.55916], [-0.01495, 6.73389, 1.10288], [0.27470, 7.64911, -0.40644], [2.54749, 6.58521, -0.26817], [2.71545, 4.92127, -0.69843], [1.82747, 6.10999, 2.00618], [3.21394, 5.08195, 1.60395], [1.30155, 3.64322, 2.90358], [1.90699, 3.03410, 1.50546], [-0.69996, 4.58586, 1.84959], [-0.64903, 2.98443, 1.41569], [-1.02594, 4.13412, -0.81513], [0.45063, 3.38285, -0.71385], [-0.45420, 6.00814, -2.57661], [1.03587, 4.92351, -2.42598], [1.08878, 6.76759, -2.17169], [4.00896, -0.13187, -2.28131], [5.07501, 0.61195, -1.47583], [5.37492, 1.91579, -2.15466], [6.81907, 2.48592, -2.05935], [8.03386, 1.55485, -2.44792], [7.89239, 1.20055, -3.97220], [7.97289, 2.46443, -4.82196], [6.85041, 3.56260, -4.47680], [6.88856, 3.85005, -2.96509], [7.02941, 2.85339, -0.56392], [4.06297, -1.18403, -2.00183], [4.21702, -0.12340, -3.35123], [3.01434, 0.22592, -2.01515], [6.04403, 0.14132, -1.30965], [4.70179, 0.64692, -0.45233], [4.66420, 2.71360, -1.93907], [5.27651, 1.67480, -3.21312], [7.86921, 0.60694, -1.93561], [8.99319, 2.00018, -2.18430], [6.93221, 0.73538, -4.19526], [8.46326, 0.31169, -4.24078], [7.84189, 2.09344, -5.83848], [8.94539, 2.95592, -4.79398], [5.81520, 3.32359, -4.72034], [6.98999, 4.50242, -5.01099], [6.30521, 4.64867, -2.50685], [7.86078, 4.29906, -2.76194], [6.11274, 3.38522, -0.30900], [7.86462, 3.54113, -0.43145], [7.15116, 1.85680, -0.13954], [0.72649, -2.32239, -11.36022], [0.71504, -2.36293, -9.85275], [2.07878, -2.68931, -9.32442], [2.22447, -2.94549, -7.80891], [1.82110, -1.71591, -7.07037], [2.05590, -1.76589, -5.52276], [3.55397, -2.19509, -5.40345], [3.99062, -3.43217, -6.10569], [3.73784, -3.31754, -7.56806], [1.29109, -4.02206, -7.39244], [0.90575, -3.33504, -11.72148], [1.62793, -1.85802, -11.76006], [-0.28798, -2.22626, -11.74714], [0.09426, -3.23337, -9.64042], [0.26188, -1.44670, -9.47427], [2.86541, -1.95117, -9.48079], [2.40663, -3.60951, -9.80799], [2.30260, -0.84602, -7.51709], [0.74338, -1.71539, -7.23350], [1.82872, -0.79638, -5.07944], [1.44389, -2.53257, -5.04766], [4.29664, -1.42462, -5.61067], [3.69936, -2.34136, -4.33314], [5.04317, -3.59517, -5.87404], [3.56686, -4.38225, -5.78028], [4.45847, -2.54894, -7.84743], [4.01347, -4.24928, -8.06200], [1.56902, -4.83748, -8.06023], [0.23853, -3.74350, -7.44369], [1.37218, -4.50035, -6.41635], [-2.24967, 3.68668, 8.72537], [-1.87848, 2.51577, 7.76845], [-2.26265, 2.78792, 6.28975], [-1.58053, 1.82330, 5.21714], [-2.11587, 2.21722, 3.81817], [-3.51907, 1.66401, 3.65257], [-3.73574, 0.17921, 4.05849], [-3.13264, -0.10898, 5.44887], [-1.65248, 0.28580, 5.54016], [-0.02869, 2.18181, 5.08600], [-3.28755, 3.90321, 8.97839], [-1.81026, 4.64667, 8.45441], [-1.91369, 3.35443, 9.70763], [-2.25712, 1.53734, 8.06407], [-0.79452, 2.40727, 7.80534], [-2.04097, 3.84298, 6.12913], [-3.32516, 2.62743, 6.10692], [-2.13292, 3.30630, 3.77688], [-1.47946, 1.59633, 3.18764], [-4.17642, 2.36556, 4.16618], [-3.76147, 1.80249, 2.59893], [-4.77740, -0.13058, 4.14267], [-3.37191, -0.53512, 3.31995], [-3.67057, 0.38985, 6.25504], [-3.29320, -1.11681, 5.83180], [-1.35131, 0.25906, 6.58739], [-1.08312, -0.25887, 4.78699], [0.35064, 1.78218, 6.02648], [0.15052, 3.25641, 5.05109], [0.55348, 1.63063, 4.34749], [4.44183, -3.53149, -0.04083], [3.85162, -2.55298, 0.96745], [4.33209, -3.03328, 2.32521], [3.72945, -2.29028, 3.58815], [2.27334, -2.29132, 3.35313], [1.57306, -1.80870, 4.62811], [1.88990, -2.53571, 5.98264], [3.38550, -2.57836, 6.13970], [4.04574, -3.17635, 4.88782], [4.40846, -0.89347, 3.77000], [4.25165, -3.18908, -1.05803], [3.96357, -4.50174, 0.09332], [5.47068, -3.89124, -0.02859], [2.77452, -2.52634, 0.80240], [4.15660, -1.55072, 0.66650], [5.40493, -2.92477, 2.48436], [4.19186, -4.11397, 2.30132], [2.04102, -3.31616, 3.06360], [2.01608, -1.69077, 2.48063], [0.51161, -2.01961, 4.49796], [1.93277, -0.78028, 4.66043], [1.52520, -3.55662, 6.09593], [1.53643, -2.06197, 6.89847], [3.69064, -3.20413, 6.97839], [3.63656, -1.52937, 6.29688], [3.62706, -4.17468, 4.76071], [5.12095, -3.27835, 5.03479], [3.80446, -0.19361, 4.34747], [4.38308, -0.47854, 2.76239], [5.44329, -0.99013, 4.09848], [0.03235, 0.86821, -3.09549], [-1.32380, 0.58748, -3.75359], [-2.39817, 0.25715, -2.67791], [-3.55465, -0.65928, -3.20906], [-3.12392, -2.16258, -3.30716], [-2.92332, -2.66545, -1.86025], [-4.05507, -2.34081, -0.81837], [-4.55335, -0.89092, -0.84631], [-4.79066, -0.43425, -2.33697], [-4.02170, -0.17054, -4.60265], [0.74526, 0.08380, -2.84140], [0.01782, 1.40681, -2.14797], [0.52459, 1.53318, -3.80514], [-1.17287, -0.26783, -4.41221], [-1.68666, 1.48916, -4.24694], [-2.72846, 1.17815, -2.19751], [-1.90531, -0.22064, -1.83120], [-2.11424, -2.28765, -3.69830], [-3.93692, -2.74090, -3.74612], [-1.91262, -2.35439, -1.59603], [-2.73512, -3.73608, -1.77993], [-3.83689, -2.48017, 0.24044], [-4.77567, -3.12057, -1.06498], [-3.74681, -0.34990, -0.35145], [-5.53708, -0.81889, -0.38246], [-5.10076, 0.58954, -2.54627], [-5.61232, -1.02508, -2.74179], [-3.84684, 0.90420, -4.65200], [-5.01091, -0.57809, -4.81110], [-3.35804, -0.61686, -5.34324], [-3.07046, -9.93775, 2.68622], [-1.95477, -9.31937, 1.82673], [-1.34326, -7.96121, 2.33663], [-0.05411, -7.33469, 1.58243], [0.24395, -6.05733, 2.41417], [-0.72263, -4.88008, 2.32423], [-1.21878, -4.56601, 0.83721], [-1.60069, -5.88335, 0.10932], [-0.49427, -6.93843, 0.15613], [1.20190, -8.21507, 1.59107], [-2.76426, -10.56085, 3.52651], [-3.49157, -10.69743, 2.02769], [-3.86229, -9.22750, 2.92424], [-2.50650, -9.06270, 0.92240], [-1.14868, -10.02399, 1.62220], [-1.00630, -8.26634, 3.32730], [-2.14112, -7.24059, 2.51613], [0.35963, -6.36570, 3.45323], [1.20615, -5.67675, 2.07151], [-1.60135, -4.93459, 2.96686], [-0.18700, -4.02611, 2.73890], [-2.12659, -3.99196, 1.02281], [-0.61535, -3.87444, 0.24923], [-2.58205, -6.28385, 0.36355], [-1.88374, -5.68458, -0.92434], [-0.84191, -7.89537, -0.23311], [0.38739, -6.76280, -0.46024], [0.64451, -9.11673, 1.33721], [1.56376, -8.36889, 2.60767], [1.89190, -7.77230, 0.87277], [5.44199, 2.86389, 2.83774], [4.43830, 3.08795, 3.76012], [4.70482, 2.68206, 1.65508], [6.17516, 3.97052, 2.57716], [6.09408, 1.71335, 3.01320], [-2.00692, -4.15120, 5.93030], [-1.45832, -5.39768, 6.16694], [-1.04042, -3.12305, 5.77744], [-2.69055, -4.21745, 4.75821], [-2.95285, -3.91314, 6.96946], [1.31637, -3.87207, -2.57800], [1.42400, -4.80805, -1.56146], [1.76162, -2.63114, -2.28679], [2.15686, -4.34670, -3.58452], [0.03404, -3.75708, -2.87478]],
  "forces_ev_per_a": [[0.1, 1.0, -1.5], [-1.3, 0.3, 1.4], [0.8, 0.2, -1.1], [0.4, -0.2, -0.2], [-0.2, -0.7, 0.5], [-0.5, 0.5, 0.3], [0.9, -0.1, 0.8], [-0.2, -0.7, -0.1], [1.2, -0.9, -0.9], [-1.8, -1.1, 0.6], [1.9, 1.4, -0.1], [-2.3, -0.2, -0.6], [0.4, -1.1, 0.6], [0.2, -0.6, 0.2], [-0.2, 0.9, -0.1], [-0.2, -1.3, -0.4], [0.0, -0.9, -0.6], [1.5, 1.2, -1.6], [0.0, 0.7, 0.4], [-0.6, 0.6, 0.0], [-0.5, -0.4, 0.0], [0.0, -0.1, 0.1], [-0.1, -0.2, 0.0], [0.4, -0.1, -0.3], [0.6, -0.4, 0.7], [0.0, -0.1, 0.0], [-0.2, 0.2, 0.3], [0.0, 0.4, -0.1], [0.5, 0.8, 0.6], [-0.9, 0.4, 0.3], [0.3, 0.1, 0.4], [-0.1, 0.0, 0.0], [0.1, 0.1, 0.2], [0.3, 1.0, 0.0], [0.4, 0.5, 0.3], [-0.9, -0.5, -0.2], [0.4, -0.4, 0.2], [-0.4, 0.2, 0.2], [-0.4, 0.1, 0.8], [0.9, -0.4, -1.6], [-1.0, -1.2, 1.2], [0.8, 1.5, -0.9], [-1.7, -1.1, 2.3], [-0.5, -0.9, -1.3], [0.8, 0.7, -1.0], [-0.4, 0.3, 0.2], [0.5, 0.2, 0.1], [0.8, -0.8, 2.1], [0.0, 0.4, 0.0], [-0.2, 0.4, 0.1], [0.2, -0.1, 0.1], [0.4, -0.4, -0.4], [0.3, 0.0, 0.2], [0.6, 0.2, -0.1], [-0.3, 0.0, 0.0], [-0.7, 0.3, -0.1], [-0.7, -0.4, -0.2], [0.0, -0.2, 0.1], [0.0, -0.1, 0.4], [0.0, 0.9, 0.2], [0.1, 0.1, -0.6], [0.0, 0.7, -0.2], [0.4, -0.7, -0.3], [-0.5, 0.4, 0.7], [0.8, 0.3, -0.1], [-0.1, -0.4, 0.4], [0.0, 0.5, -1.1], [0.3, -0.4, -0.6], [0.9, -1.0, 0.5], [0.1, 0.0, 0.9], [1.1, 0.3, -1.4], [0.8, 2.2, 0.4], [-2.5, -1.0, -1.8], [-0.5, 0.7, 1.3], [-1.0, 0.3, -0.7], [0.1, -0.9, 1.0], [1.6, -1.1, 0.7], [-0.7, 0.0, -1.8], [-0.4, -0.1, 0.0], [-0.3, 0.3, -0.1], [0.0, 0.1, -0.3], [-0.2, -0.9, -0.6], [0.0, 0.8, 0.1], [0.4, 0.2, 0.2], [0.0, 0.4, -0.1], [0.3, 0.3, 0.5], [-0.4, 0.3, 0.1], [-0.7, 0.3, 0.6], [1.2, 0.7, -0.1], [0.0, 0.5, -0.3], [0.0, -0.1, 0.2], [0.1, -0.7, -0.4], [0.5, 0.0, 0.1], [-1.1, -0.6, -0.2], [0.5, -0.7, 0.2], [0.1, -0.4, 0.7], [0.2, -0.4, -0.1], [-0.1, 0.6, 0.8], [0.6, -1.8, -0.4], [-0.5, -0.3, 0.1], [0.9, -0.2, 0.7], [1.0, 0.2, 0.1], [-1.1, 0.4, 1.2], [1.7, -1.0, -2.2], [-0.6, 0.7, 2.8], [-0.4, -1.5, 0.4], [0.0, 0.0, 0.4], [0.3, -1.9, -0.4], [0.2, -0.5, 0.2], [-0.8, 1.1, -0.4], [0.4, 1.3, -0.3], [-0.4, 0.3, 0.5], [0.1, -0.1, 0.3], [-0.3, 0.3, -0.4], [0.1, -0.1, 0.1], [0.0, -0.1, -0.1], [0.0, 0.7, -0.3], [0.2, 0.0, -0.1], [0.0, 0.1, 0.0], [-0.4, 0.6, -0.5], [0.1, -0.3, 0.1], [0.2, 0.2, -0.5], [-0.5, 0.3, 0.7], [-0.9, 0.5, -1.1], [-0.6, 0.1, -0.4], [-0.7, -0.2, -0.2], [0.3, 0.3, -0.6], [0.8, 0.9, 0.4], [-0.1, -0.8, 0.5], [-0.2, 0.3, -0.9], [0.2, -1.4, 0.4], [2.4, 2.2, -0.8], [-0.5, -2.7, 1.6], [-0.7, 0.0, -0.4], [0.1, -0.1, 0.9], [0.2, 0.1, 0.4], [-2.1, 1.6, 0.0], [-1.1, -0.9, 2.2], [-0.4, -0.4, -0.9], [0.3, -0.2, 0.0], [0.6, 0.4, 0.0], [-0.3, 0.2, 0.4], [0.1, 0.1, 0.1], [0.4, -0.2, -0.9], [0.1, 0.1, 0.2], [0.6, -0.2, -0.4], [0.2, 0.9, -0.9], [-0.5, -0.3, 0.4], [0.1, -0.2, -0.3], [-0.3, 0.6, -0.1], [0.6, 0.3, -0.1], [-0.2, 0.7, -0.2], [0.5, -0.5, -0.7], [0.6, -0.6, -0.4], [0.4, 0.2, 0.3], [0.3, 0.4, 0.1], [-0.4, -0.1, -0.2], [-0.9, 0.0, -0.6], [-0.4, -1.1, -0.8], [1.0, 0.3, -0.6], [0.5, 1.3, 1.0], [2.0, -1.8, 0.3], [-0.4, -0.3, 1.3], [-0.5, -1.2, 0.5], [0.8, -0.5, -0.4], [0.3, 0.2, -0.8], [-0.6, 1.0, -0.1], [-1.0, -0.7, -1.6], [-0.2, -0.2, 0.0], [-0.6, 0.0, -0.3], [0.5, 1.0, 0.6], [0.0, -0.5, 0.3], [0.3, 0.2, 0.5], [0.1, 0.3, -0.4], [-0.7, 0.0, 1.0], [-0.2, -0.1, 0.3], [0.1, 0.3, 0.3], [-0.2, 1.0, -0.2], [-1.0, 0.4, 0.5], [-0.5, 0.0, -0.7], [-0.6, 0.5, -0.5], [0.1, 0.2, 0.1], [0.9, -0.1, 0.2], [-0.1, 0.1, -0.5], [0.0, 0.3, -0.5], [0.3, -0.5, 0.4], [0.3, 0.1, 0.0], [-0.3, -0.2, 0.2], [0.6, 1.2, -0.1], [-0.5, -0.7, 1.6], [0.9, -1.0, -0.3], [-0.2, 0.9, -0.9], [-0.5, 0.3, 2.8], [0.6, 0.3, 1.4], [0.2, -0.3, -0.9], [0.0, -0.2, -2.1], [0.6, -1.0, 1.0], [1.6, -0.9, 0.4], [-0.6, -0.8, -0.6], [-0.7, 0.3, 0.0], [0.5, 0.0, 0.0], [-0.3, 0.2, -0.4], [0.4, -0.2, -0.6], [-0.9, 0.0, -0.4], [-0.2, -0.5, -0.1], [-0.4, 0.4, -0.9], [0.2, 0.4, -0.7], [-0.1, 0.6, 0.6], [-0.4, -0.2, -0.8], [0.8, -0.5, -0.2], [-0.8, 0.4, 0.1], [-0.3, 0.7, 0.2], [0.3, 0.1, 0.4], [0.3, 0.2, 0.5], [0.2, -0.4, -0.2], [-0.8, -0.1, 0.0], [0.0, 0.6, 0.2], [0.1, 0.0, 0.1], [0.4, -0.7, -0.4], [0.0, 1.7, -0.7], [0.8, -2.0, 0.8], [-1.9, 2.3, 1.6], [0.2, 0.1, -0.3], [-0.5, 0.1, -1.5], [-0.8, -0.6, 1.5], [0.3, 0.6, -0.3], [0.0, -1.5, 0.2], [-3.0, 0.0, 0.0], [0.2, 0.7, 0.4], [-0.4, 0.1, -0.1], [0.2, -0.1, 0.2], [0.4, -0.3, -0.6], [-0.2, -0.2, -0.1], [0.6, 0.6, 0.2], [0.5, 0.4, -0.5], [-0.1, -0.2, 0.0], [0.2, -0.4, -0.3], [0.1, -0.5, 0.0], [0.1, 0.1, -0.1], [-0.2, 0.0, -0.2], [0.6, -0.5, 0.0], [0.2, -0.2, 1.2], [0.9, 0.1, -0.5], [-0.4, 0.0, -0.1], [0.1, 0.8, 0.4], [1.4, -0.7, -0.7], [0.1, 0.5, -0.1], [0.0, -0.5, 0.2], [-2.0, 0.8, -1.0], [-0.4, 0.2, 1.7], [-1.4, -0.6, -2.6], [1.6, 1.2, 0.4], [1.7, -1.9, 1.0], [-1.0, -0.4, 1.5], [1.1, -0.4, 0.1], [0.3, 0.2, 0.4], [-1.1, 0.2, -2.2], [0.8, 0.7, -0.3], [2.1, -1.5, 0.4], [0.2, -0.4, 1.5], [1.1, 2.5, 1.2], [0.1, -0.4, -1.5], [-3.7, 0.1, -1.6]],
  "homo_energy_ev": -13.3,
  "e_above_lowest_kcal_mol": 28.94,
  "gap_ha": 0.2314,
  "total_energy_ha": -4703.86404,
  "total_charge": 4
}